# C42H40B2F6N8O2S2W

C42H40B2F6N8O2S2W as an isolated structure (ωB97M-V/def2-TZVPD, the Open Molecules 2025 dataset).

ORCA input file:
```
! wB97M-V def2-TZVPD RIJCOSX def2/J DEFGRID3
* xyz 0 1
N -1.94057 -1.11689 1.42162
H 0.49474 5.32739 1.53277
H -0.22163 3.70994 1.49037
C -1.28914 0.39275 -4.29093
H 2.78439 -3.36884 1.42015
C -5.58712 2.73432 0.98513
H -2.69557 1.42438 -5.58056
H 5.71279 1.51145 2.59381
C -3.96784 -1.99565 5.49844
C 2.43695 -1.39505 2.17872
N -2.79740 1.31724 -2.63547
C -2.31226 -3.35424 4.34874
H -4.60114 -1.85311 6.36436
F 0.76165 1.99705 3.37272
C 0.71713 4.33688 -0.35521
F 2.81866 0.19392 -3.25383
C 0.62279 -0.67957 -5.41224
H 0.64165 -0.47118 -7.52218
C -6.36781 3.62714 0.27101
H -5.74582 2.54478 2.03807
O -0.44918 2.03990 -0.52195
H -4.59936 -0.17603 4.51374
H 3.13005 -3.15326 3.12108
C 2.39807 -5.61178 -1.61130
H 5.20584 -1.79295 2.47341
H 0.48343 1.93365 -3.14877
H 1.61222 3.68224 -4.47749
N -0.03467 -1.92558 -0.29691
H 0.52371 -5.80035 1.25326
C -2.91575 -0.53176 2.18045
H 1.37962 -1.60229 2.34191
C -3.97684 -1.05945 4.47855
N -3.65213 0.53035 1.91907
N -2.78310 0.75526 -0.29706
W -0.86533 0.01308 0.02192
H 2.74914 -0.69618 2.95357
H 2.58170 -3.95149 -2.93399
C -2.31714 -2.40619 3.33795
H -0.32986 3.47614 -2.84533
H 3.05803 -6.24194 -2.19405
C 0.81500 -2.23795 -1.32437
H -4.97828 3.33351 -2.83917
N -0.77979 -3.20507 1.65957
C 1.82051 -6.14203 -0.41543
H 3.79583 2.64409 1.44952
C 0.12425 -0.23470 -6.60117
H -6.78277 4.54029 -1.62498
H -7.16373 4.16514 0.76905
C 3.78807 0.62865 0.73530
H -1.67364 -4.22524 4.28965
H 4.68754 0.01421 0.81242
B 2.54418 -0.90540 -2.53753
O 1.21355 0.38104 0.61579
H 2.65529 1.62767 2.28522
C -0.11505 -3.07341 0.49128
H 1.58959 4.88874 -0.70722
H -1.42960 0.86971 -7.62833
C -5.14503 3.17740 -1.78174
C 0.97207 -5.40242 0.35203
H 4.58815 0.45811 3.44855
H 3.80677 1.10372 -0.24770
H 2.06265 -7.15712 -0.12706
H -0.18287 4.75253 -0.81337
C 2.13577 -4.34306 -2.02861
H -3.16621 -3.83772 6.24764
C 3.66497 1.64598 1.87366
S 0.88168 2.66207 -0.98794
C -4.35324 2.29617 -1.05914
C -1.07418 0.53650 -6.66128
C -1.57966 -2.31190 2.08399
C 0.68113 -4.07887 -0.05996
C -4.57593 2.08304 0.29347
C 0.62369 4.31112 1.16167
C -0.08577 -0.35632 -4.22982
F -0.81500 1.25279 1.85054
C -6.14836 3.84092 -1.09503
N -0.85681 -0.09297 -2.11022
H 5.24855 -3.47156 1.93690
H 1.96426 4.63051 -3.03970
C -3.14745 -3.12728 5.43083
C 0.13205 -0.59345 -2.87031
F -1.38067 1.54420 4.06567
H 4.57372 2.18792 3.76216
S 2.43456 -0.54697 0.58958
B -0.33029 1.15312 3.28505
C -1.78000 0.84863 -5.53590
C 4.69390 1.43797 2.98067
H 1.52159 3.88981 1.61469
H 2.71175 3.03530 -3.26622
C -3.13397 -1.29219 3.40326
C -3.61230 1.07762 0.72134
H 1.53379 -1.26488 -5.37723
C 0.61277 2.93638 -2.74039
C -3.23282 1.44362 -1.44410
C 1.26231 -3.54770 -1.24007
N 1.21070 -1.25669 -2.25811
C 1.79972 3.61820 -3.40635
C 4.72609 -2.52271 1.81621
H 4.87800 -2.20831 0.78057
F 3.58855 -1.62700 -2.12828
C -1.74789 0.54314 -2.97392
C 3.24515 -2.68821 2.13977
F 0.02026 -0.17281 3.48103
*
```

- Largest force on an atom: 0.4 eV Å⁻¹
- Relative energy (zero: lowest compared OMol25 entry of this formula, charge and spin): 30.7 kcal per mole
- Energy: -3725.9083 hartree
- Gap between HOMO and LUMO: 5.344 eV
- Highest occupied orbital energy: -0.2398 Ha

Mulliken atomic charge list, values in e, 2 entries:
1 N -0.257
2 H 0.496

=====

# C42H40F6MnN5O8S4

C42H40F6MnN5O8S4 as an isolated structure at a distorted geometry (ωB97M-V/def2-TZVPD, the Open Molecules 2025 dataset).

ORCA input file:
```
! wB97M-V def2-TZVPD RIJCOSX def2/J DEFGRID3
* xyz 1 2
H -6.06951 4.68214 -1.82996
H 5.15836 3.10823 -2.48013
H -2.11542 1.09626 -4.31756
N 2.41936 0.83177 -0.13529
N 4.92883 2.32335 -3.06618
S -2.42193 0.88132 1.43290
C -2.65568 0.96950 -3.39323
C -5.40000 3.90455 -2.16277
C 2.03227 0.10280 -3.48904
C -4.14274 0.59192 -1.03937
C -1.94455 4.11300 -0.97135
C -2.98846 4.89063 1.03366
C 1.72896 3.08478 1.53099
H 4.34726 0.34786 -4.25544
H 5.07644 -1.74123 -2.03238
H 5.44099 -3.03508 -3.17243
C 2.61040 -1.13907 -2.71597
F 2.76153 -2.30091 2.01086
C -2.51645 2.56846 0.76487
F 1.76731 2.67678 2.78264
C 3.53109 -2.08494 -3.52137
C -3.02033 3.60171 1.53309
C 2.13802 -1.17604 1.68319
H -5.07711 -6.21136 -4.36172
C -3.13838 -0.26879 -1.39860
H -6.38332 -5.02037 -4.34539
H -1.60198 7.12438 -0.22797
N 5.32326 0.24975 -3.89477
O 0.16985 1.00298 0.91851
O 0.82971 2.48954 -0.88058
C -4.64965 4.09402 -3.33297
S 1.22618 1.76245 0.28668
H -6.70047 -0.11599 3.61391
C -6.18960 0.01727 2.67211
H 7.13673 1.99931 -1.86442
H -3.37482 5.69837 1.63520
F 1.48552 -0.72494 2.73442
C 5.00592 -2.04067 -3.08160
C -2.82391 -3.54889 -2.35559
C -4.89488 -4.67543 -2.87413
H -1.55651 2.00599 -1.06880
H 3.17657 -0.69638 -1.88684
C -6.24797 -0.02562 0.22395
H 7.41920 0.39218 -2.41065
C -1.97603 2.81997 -0.48078
C -5.28357 2.74962 -1.43927
H -4.29705 0.54525 3.53622
H 3.15497 -3.10182 -3.37770
F 0.79751 4.03693 1.44037
Mn 0.18075 0.00294 -1.15576
C -2.39646 6.57319 -0.73014
H -3.21042 3.24941 -4.66289
H 1.77765 -2.51498 -1.42993
H 4.01215 2.28011 -3.49268
O 0.85719 0.41841 -3.19886
O 2.76318 0.69552 -4.29028
C -4.88329 0.37012 0.21832
C -3.54288 -4.45475 -3.12092
C -8.23985 -0.65492 1.48599
H -6.46337 -0.16046 -1.91591
H -8.72889 -0.79584 2.43828
C -8.25051 -0.74471 -0.91415
C -6.96041 -0.29387 -0.96554
H -2.20092 6.59502 -1.79837
N 1.46897 -1.84319 -2.12494
C -8.89764 -0.92344 0.31899
C -6.90141 -0.20931 1.47436
H -5.85171 2.60813 -0.53241
C -4.79997 -3.10192 -1.05197
O 3.69334 0.98010 1.99745
F 1.23968 -1.48655 0.71747
C 5.83847 -1.09616 -3.95400
C -4.37928 1.74565 -1.83757
C 5.70578 1.23739 -3.11197
S -2.65549 -1.62811 -0.29864
H -3.41488 3.39344 2.51606
C -2.45008 5.16678 -0.22037
S 3.31383 0.09904 0.94939
C -3.79360 3.11930 -3.76471
H -8.78343 -0.96746 -1.82615
C -5.70644 -5.60192 -3.72076
H -3.33053 7.09322 -0.53120
H -6.31708 -6.25653 -3.10312
H 5.76430 -1.41825 -4.99547
C -3.61694 1.93526 -3.02127
O -1.19033 -1.71955 -0.61173
H -5.26848 -2.57182 -0.23780
H -1.77456 -3.36557 -2.53583
N 6.88142 1.23896 -2.47090
H -4.75257 5.01253 -3.88991
H -6.56111 -4.15951 -1.62841
H 0.96265 -2.34261 -2.85382
H -1.66342 -0.86222 -2.89662
H 3.46061 -1.86620 -4.59069
H -1.50867 4.29294 -1.94051
H -9.91554 -1.28245 0.33837
C -4.87380 0.38307 2.63865
F 2.89926 3.62431 1.19373
O -2.12629 1.02409 2.85416
O 4.31308 -0.65945 0.26131
H -3.05316 -4.98309 -3.92766
C -3.46176 -2.87375 -1.33264
C -2.38700 -0.10129 -2.58116
C -5.51288 -3.99099 -1.82873
C -4.22606 0.55402 1.41046
H 6.89064 -1.12827 -3.66821
*
```

- Largest force on an atom: 3.1 eV Å⁻¹
- Energy: -5842.8916 hartree
- Gap between HOMO and LUMO (alpha / beta): 7.116 / 7.655 eV
- Highest occupied orbital energy (alpha / beta): -0.3776 / -0.3776 Ha
- <S²>: 0.81

Mulliken atomic charge list, values in e, 2 entries:
1 H 0.472
2 H 0.189